17
Properties=species:S:1:pos:R:3:forces:R:3 method="wB97M-V/def2-TZVPD" smiles="C#C[C@H](C)[N+](=C)C" lumo_ev=-5.145 de_lowest_ev=2.907 e_tot_ha=-288.97612 charge=+1
C 1.931 -2.167 -1.347 -1.1 0.5 0.5
C 1.401 -1.199 -0.875 -0.3 -0.3 -0.2
C -1.276 -0.900 -1.040 0.1 -0.1 -3.3
C 1.318 0.454 0.972 3.7 -2.0 -1.9
C -1.444 0.952 0.437 -1.6 4.2 0.6
C 0.770 0.003 -0.380 3.0 4.1 -1.5
N -0.706 0.036 -0.396 -0.2 -2.1 0.3
H 2.090 -3.145 -1.693 0.8 -0.6 -0.3
H -0.704 -1.516 -1.805 -0.2 0.5 1.7
H -2.325 -0.922 -1.286 -0.5 0.1 1.0
H 1.035 1.405 1.196 -0.5 2.7 0.6
H 0.936 -0.192 1.676 -0.5 -1.5 2.0
H 2.514 0.368 0.963 -2.9 0.2 0.0
H -2.507 1.204 0.082 1.8 -0.7 -0.3
H -0.913 1.977 0.537 -0.7 -1.8 -0.7
H -1.652 0.751 1.489 0.7 -1.2 -0.1
H 1.176 0.905 -1.141 -1.5 -2.2 1.6